Record 1
Molecular formula: C23H20N4O2STi
Method: DFT, ωB97M-V with the def2-TZVPD basis set

The geometry in XYZ format:
```
51
Properties=species:S:1:pos:R:3:forces:R:3
Ti -0.3890 0.0520 0.2477 -0.2 0.8 -0.9
O 1.2079 -0.6214 0.3811 1.6 -0.6 0.4
C 2.3364 -0.4959 1.0824 0.8 0.2 0.6
C 3.5192 -1.0884 0.6620 -0.3 -0.1 -0.3
C 4.6748 -0.9200 1.4026 0.0 0.1 0.1
C 4.6766 -0.1594 2.5739 0.1 0.0 0.0
C 3.5113 0.4269 3.0045 -0.1 0.0 0.0
C 2.3222 0.2759 2.2681 0.0 -0.2 -0.3
C 1.1171 0.8864 2.7230 -0.1 0.0 0.0
N -0.0243 0.8781 2.0947 0.1 0.2 0.5
C -1.1857 1.4992 2.7530 -0.2 0.2 0.0
C -2.1343 1.9305 1.6395 0.2 0.0 0.3
N -2.2312 0.7557 0.7669 -1.0 0.1 0.5
C -3.3706 0.1395 0.6533 0.0 0.0 0.0
C -3.5500 -1.1362 0.0410 0.3 -0.2 0.0
C -4.8385 -1.6950 -0.0474 0.0 0.1 0.0
C -5.0195 -2.9677 -0.5301 0.0 -0.1 0.0
C -3.9069 -3.7209 -0.9130 -0.1 0.0 0.0
C -2.6280 -3.2029 -0.8308 0.4 0.2 -0.1
C -2.4336 -1.9066 -0.3710 -0.9 -0.3 0.0
O -1.1973 -1.3974 -0.2868 -0.9 -1.1 -0.2
H 3.5126 -1.6748 -0.2479 0.0 0.0 0.0
H 5.5899 -1.3917 1.0699 0.0 0.0 0.0
H 5.5887 -0.0376 3.1408 0.0 0.0 0.0
H 3.4946 1.0151 3.9140 0.0 0.0 0.0
H 1.1663 1.3981 3.6845 0.0 0.0 0.0
H -1.6830 0.7549 3.3791 0.0 0.0 0.0
H -0.8946 2.3379 3.3864 0.1 0.0 0.0
H -3.0994 2.2324 2.0458 0.0 0.0 -0.1
H -1.6959 2.7630 1.0848 -0.1 0.0 0.0
H -4.2613 0.6094 1.0731 0.0 0.0 0.0
H -5.6908 -1.1091 0.2762 0.0 0.0 0.0
H -6.0113 -3.3907 -0.5997 0.0 0.0 0.0
H -4.0486 -4.7313 -1.2737 0.0 0.0 0.0
H -1.7621 -3.7855 -1.1169 0.0 0.0 0.0
N -2.2849 0.6095 -2.4543 0.2 -0.1 -0.1
C -0.9536 0.6894 -2.4978 -0.1 0.1 -0.4
N -0.2012 1.1081 -1.4720 0.1 -0.1 -0.1
C 1.1543 1.1993 -1.8744 0.4 0.4 -0.4
C 2.1859 1.7520 -1.1268 -0.2 0.0 0.0
C 3.4618 1.7556 -1.6615 0.0 0.0 0.0
C 3.7106 1.2264 -2.9265 0.1 0.0 0.0
C 2.6826 0.7152 -3.6997 0.0 0.0 0.0
C 1.4054 0.7281 -3.1620 -0.1 0.0 0.2
S -0.0955 0.2494 -3.9281 0.0 0.1 0.1
H -2.7929 1.1203 -1.7545 0.0 0.1 0.1
H -2.7801 0.3574 -3.2946 -0.1 0.0 0.0
H 1.9848 2.1915 -0.1562 0.0 0.0 0.0
H 4.2774 2.1942 -1.1029 0.0 0.0 0.0
H 4.7177 1.2356 -3.3202 0.0 0.0 0.0
H 2.8657 0.3456 -4.6995 0.0 0.0 0.0
```
Positions in Å, forces in eV/Å.

**Highest occupied orbital energy**: -14.436 eV
**Gap between HOMO and LUMO**: 7.1 eV
**Net charge**: +2

Record 2
Molecular formula: C23H20N5OPd
Method: DFT, ωB97M-V with the def2-TZVPD basis set

The geometry in XYZ format:
```
50
Properties=species:S:1:pos:R:3:forces:R:3
Pd -0.0203 0.6989 -0.0307 1.6 1.0 -0.2
C -3.0133 -0.1813 4.5675 -0.2 -0.1 0.1
C -1.8019 -0.8611 4.6253 -0.1 0.0 0.1
C -0.7520 -0.5074 3.8094 0.1 0.1 -0.2
C -0.8764 0.5583 2.8937 -0.4 -0.1 0.4
C -2.1100 1.2368 2.8543 0.3 0.0 -0.1
C -3.1598 0.8626 3.6647 -0.2 -0.1 0.2
N 0.1260 0.9376 2.0463 -0.2 0.2 -1.3
C 1.4518 0.8334 2.4420 0.7 0.0 0.0
C 1.8974 1.0525 3.7390 0.0 -0.1 -0.2
C 3.2575 1.0776 4.0227 0.3 0.0 0.2
C 4.1879 0.8811 3.0157 0.1 0.1 0.2
C 3.7783 0.6516 1.7142 -0.2 0.0 -0.3
C 2.4151 0.6241 1.4113 0.0 0.0 0.7
N 1.8848 0.3704 0.1899 -1.9 -0.1 0.0
N 2.6217 0.3264 -0.9254 0.9 -0.1 -1.4
C 1.9461 0.3157 -2.0398 0.1 0.1 1.2
C 2.6024 0.1581 -3.2963 0.1 0.0 -0.7
C 1.8892 0.1527 -4.4506 0.4 0.0 0.3
C 0.4804 0.2840 -4.4024 -0.5 0.0 0.1
C -0.1165 0.4367 -3.1770 -0.3 0.0 -0.6
N 0.5492 0.4827 -2.0235 0.2 0.1 1.1
H -3.8278 -0.4691 5.2183 -0.1 0.0 0.0
H -1.6825 -1.6886 5.3158 0.0 0.0 0.0
H 0.1801 -1.0578 3.8409 0.0 0.0 0.0
H -2.2066 2.0775 2.1786 0.0 0.0 0.0
H -4.1000 1.3992 3.6017 0.0 0.0 0.0
H 1.1783 1.2312 4.5268 -0.1 0.0 0.0
H 3.5897 1.2734 5.0342 0.0 0.0 0.1
H 5.2460 0.9225 3.2400 0.1 0.0 0.0
H 4.4907 0.4898 0.9194 0.0 0.0 -0.1
H 3.6763 0.0633 -3.2700 0.1 0.0 -0.1
H 2.3859 0.0538 -5.4074 0.1 0.0 0.0
H -0.1127 0.2635 -5.3041 -0.1 0.0 0.0
H -1.1971 0.5475 -3.1108 0.1 0.0 0.1
O -1.8651 -1.4204 0.0555 0.1 0.3 0.0
C -3.0926 -0.8046 0.2972 0.1 -0.3 0.3
C -3.1601 0.6755 -0.0057 0.7 -0.2 -0.3
C -4.3700 1.3384 0.1241 -0.3 0.6 -0.2
C -4.4469 2.6928 -0.1672 0.5 -0.4 0.0
C -3.2897 3.3376 -0.6133 -0.5 0.0 0.1
C -2.1294 2.6109 -0.7258 0.4 -0.2 -0.1
N -2.0450 1.3051 -0.4062 -0.6 0.2 0.3
H -1.1283 -0.7491 0.2376 -0.7 -1.3 0.0
H -3.3969 -0.9516 1.3499 -0.1 0.1 -0.2
H -3.8356 -1.3108 -0.3372 0.0 0.1 0.1
H -5.2405 0.7879 0.4510 0.0 0.0 0.1
H -5.3727 3.2356 -0.0529 -0.1 0.0 0.0
H -3.3024 4.3913 -0.8509 0.1 0.0 -0.1
H -1.2044 3.0688 -1.0747 -0.2 -0.1 0.1
```
Positions in Å, forces in eV/Å.

**Highest occupied orbital energy**: -2.311 eV
**Gap between HOMO and LUMO**: 4.8 eV
**Net charge**: -1

Record 3
Molecular formula: C23H21BF2NO5
Method: DFT, ωB97M-V with the def2-TZVPD basis set

The geometry in XYZ format:
```
53
Properties=species:S:1:pos:R:3:forces:R:3
C 5.0405 -3.7695 -1.2869 0.4 -1.0 -0.5
C 4.5842 -2.5720 -0.6009 0.0 1.5 0.7
C 5.2758 -1.4942 -0.1024 -0.7 -0.8 -0.4
C 4.2851 -0.6282 0.4464 -0.5 0.0 0.1
C 3.0507 -1.2160 0.2825 0.9 0.6 0.4
B 1.5882 -0.6263 0.5202 2.2 -0.9 0.5
N 1.0889 -0.0333 -0.9229 -1.1 0.4 0.0
C 2.0607 0.4110 -1.9366 0.3 0.1 -0.5
C 0.1954 -1.1155 -1.4420 -0.1 0.3 -0.2
C -0.2400 -1.8950 -0.2154 -0.3 -0.8 1.5
O -1.1803 -2.6587 -0.1675 1.2 0.9 -0.2
O 0.5451 -1.5862 0.8670 -1.4 -0.2 -1.7
C 0.3537 1.1531 -0.3966 -0.5 -0.1 -0.6
C 1.0994 1.6119 0.8364 0.8 0.4 1.4
O 1.1810 2.7530 1.2361 -0.4 -1.4 -0.5
O 1.6193 0.5209 1.4514 -0.6 1.0 -1.3
O 3.2388 -2.4109 -0.3794 0.3 0.0 -0.1
H 6.1318 -3.7168 -1.3975 -0.3 -0.1 0.0
H 4.7930 -4.6747 -0.7199 0.1 0.1 -0.1
H 4.5966 -3.8710 -2.2857 0.1 0.0 0.2
H 6.3533 -1.3544 -0.1212 -0.4 -0.1 0.0
H 4.5025 0.3330 0.8971 -0.3 -0.2 0.1
H 1.5197 0.9819 -2.7007 0.1 -0.1 0.1
H 2.8305 1.0506 -1.4952 -0.2 -0.3 0.0
H 2.5134 -0.4575 -2.4233 0.1 0.2 0.3
H -0.6714 -0.7008 -1.9901 0.4 -0.3 0.2
H 0.7690 -1.7890 -2.1006 -0.2 0.3 0.3
H 0.2262 1.9419 -1.1496 0.0 -0.2 0.2
H -0.6412 0.7956 -0.0426 1.1 0.5 -0.6
F -1.5475 5.0684 3.7542 -0.5 -1.8 -1.0
C -1.7913 3.8755 3.1324 0.6 1.0 1.0
C -1.6307 2.6938 3.8637 -0.2 -0.6 -0.3
C -1.7423 1.4844 3.1838 0.6 0.6 0.4
C -2.0545 1.4363 1.8042 0.8 -0.8 -0.4
C -1.9350 0.1670 1.1220 -4.6 1.2 2.2
C -2.8260 -0.1335 0.0030 0.5 0.3 -1.0
C -3.7101 -1.2321 0.0674 0.6 -0.4 0.2
C -4.4460 -1.6398 -1.0319 -0.1 0.2 0.0
C -4.3157 -0.9155 -2.2186 -0.7 -0.7 -0.8
F -4.9882 -1.3496 -3.3319 0.9 0.6 1.5
C -3.5383 0.2331 -2.3079 -0.1 0.3 -0.1
C -2.8341 0.6406 -1.1847 -0.1 0.1 0.0
C -2.4415 2.6562 1.1915 -0.1 1.0 -0.3
C -2.2099 3.8853 1.8034 -0.3 -0.7 -0.5
H -1.3880 2.7113 4.9192 0.0 0.1 -0.1
H -1.6048 0.5384 3.6958 0.3 0.2 0.1
H -1.7042 -0.6796 1.7829 0.5 0.2 -0.5
H -3.7915 -1.7610 1.0169 0.1 -0.1 -0.4
H -5.0789 -2.5254 -0.9850 0.1 0.3 0.0
H -3.5000 0.8079 -3.2379 -0.1 -0.3 0.4
H -2.2861 1.5894 -1.2214 0.0 -0.7 -0.2
H -2.9781 2.6382 0.2410 0.5 0.1 0.2
H -2.3672 4.8279 1.2777 -0.1 -0.3 0.3
```
Positions in Å, forces in eV/Å.

**Highest occupied orbital energy**: -10.450 eV
**Gap between HOMO and LUMO**: 3.9 eV
**Net charge**: +1

Record 4
Molecular formula: C23H21BrClNPTl
Method: DFT, ωB97M-V with the def2-TZVPD basis set

The geometry in XYZ format:
```
49
Properties=species:S:1:pos:R:3:forces:R:3
Tl -1.2991 0.3998 2.6444 2.7 0.6 0.7
Cl 0.1672 1.5536 4.4011 -1.4 -0.1 -0.8
P -0.4217 0.6770 -0.1026 -1.3 1.2 -3.4
C -1.7635 -0.1566 -0.9716 -0.4 -0.3 0.9
C -1.5447 -0.9635 -2.1011 0.0 -0.2 0.0
C -2.6326 -1.5636 -2.7421 -0.2 0.2 0.1
C -3.9285 -1.4184 -2.2235 0.5 0.1 0.0
C -4.1337 -0.6729 -1.0516 -0.1 0.3 0.1
C -3.0659 -0.0288 -0.4403 0.1 -0.3 -0.3
C -0.6102 2.4442 -0.4812 0.0 -0.3 0.9
C 0.2394 3.3361 0.2038 0.0 0.5 0.1
C 0.0708 4.7145 0.0535 0.1 -0.4 0.1
C -0.9750 5.2031 -0.7420 0.1 0.0 0.1
C -1.8062 4.3212 -1.4442 0.1 -0.6 0.0
C -1.6104 2.9387 -1.3319 -0.7 0.5 0.1
C 1.1117 0.2759 -0.9903 1.1 -0.9 1.4
C 2.1249 -0.3236 -0.2192 0.0 0.2 -0.3
C 3.3813 -0.5365 -0.7878 -0.1 -0.1 0.1
C 3.6103 -0.2017 -2.1242 0.0 -0.1 0.1
C 2.5864 0.3405 -2.9112 -0.5 -0.1 0.6
C 1.3302 0.5965 -2.3440 0.0 0.4 -0.1
H 1.0028 2.9415 0.8783 -0.1 0.2 -0.2
H 0.7404 5.4039 0.5751 -0.3 -0.3 -0.2
H -1.1471 6.2839 -0.8049 0.1 -0.5 0.0
H -2.6216 4.7045 -2.0647 0.4 -0.2 0.2
H -2.2553 2.2526 -1.8806 0.1 0.2 0.2
H -0.5334 -1.1119 -2.4851 -0.4 0.0 0.1
H -2.4684 -2.1503 -3.6483 0.0 0.2 0.3
H -4.7757 -1.8860 -2.7267 0.3 0.1 0.2
H -5.1369 -0.5926 -0.6223 0.4 0.0 -0.2
H -3.2285 0.5769 0.4616 -0.1 -0.2 -0.3
H 1.9033 -0.5906 0.8181 0.3 0.0 -0.3
H 4.1738 -0.9647 -0.1738 -0.2 0.1 -0.3
H 4.5986 -0.3724 -2.5599 -0.4 0.1 0.1
H 2.7543 0.5700 -3.9596 0.0 0.0 0.2
H 0.5362 1.0429 -2.9515 0.3 -0.1 0.2
H -0.6219 -5.1497 -3.1974 0.3 0.0 0.0
H 0.1265 -5.1128 -3.1644 -0.3 0.0 0.0
Br -0.0122 -5.1565 4.1761 0.3 0.3 0.1
C 0.8420 -3.4812 3.9915 0.0 0.4 -0.5
C 2.1413 -3.2361 4.4647 -0.5 0.3 -0.4
C 2.6727 -1.9499 4.3111 -0.5 0.1 -0.2
C 1.8825 -0.9661 3.7137 0.2 -0.2 -0.1
N 0.7063 -1.2489 3.1302 -0.9 -0.1 0.4
C 0.1678 -2.4721 3.2835 0.9 -0.3 0.4
H 2.6951 -4.0428 4.9278 0.0 0.1 0.1
H 3.6765 -1.6753 4.6281 -0.3 -0.2 0.2
H 2.1683 0.0906 3.7333 0.1 -0.6 -0.3
H -0.8182 -2.6425 2.8523 0.2 -0.2 0.0
```
Positions in Å, forces in eV/Å.

**Highest occupied orbital energy**: -14.523 eV
**Gap between HOMO and LUMO**: 3.6 eV
**Net charge**: +2

Record 5
Molecular formula: C23H21BrN5O2PdSe
Method: DFT, ωB97M-V with the def2-TZVPD basis set

The geometry in XYZ format:
```
54
Properties=species:S:1:pos:R:3:forces:R:3
Pd -0.1425 -0.0670 -0.6916 -0.6 0.4 1.2
C -4.1633 -3.4739 -1.9338 0.0 0.1 0.1
C -3.1082 -3.9958 -2.6730 0.0 -0.1 0.0
C -1.9111 -3.3182 -2.7535 0.3 0.2 0.1
C -1.7537 -2.0982 -2.0802 -1.3 -0.6 -0.4
C -2.8230 -1.5712 -1.3460 0.4 0.1 -0.2
C -4.0164 -2.2624 -1.2725 -0.1 -0.1 -0.1
N -0.5439 -1.3950 -2.1344 1.6 0.2 0.4
N 0.3974 -1.9079 -2.7749 -1.7 -0.8 -0.4
C 1.6595 -1.3814 -2.7100 2.0 1.3 0.3
C 2.6543 -1.9156 -3.5389 -1.0 -0.2 0.1
C 3.9328 -1.4142 -3.4563 0.4 0.3 0.1
C 4.2070 -0.3938 -2.5528 0.0 -0.2 -0.2
C 3.1687 0.0815 -1.7668 -0.1 0.0 0.0
N 1.9361 -0.3920 -1.8426 0.1 -0.5 -0.4
H -5.1010 -4.0101 -1.8759 0.0 0.0 0.0
H -3.2233 -4.9400 -3.1877 0.0 0.0 0.0
H -1.0793 -3.7098 -3.3209 -0.1 -0.1 0.0
H -2.7168 -0.6207 -0.8428 0.1 0.1 0.0
H -4.8389 -1.8510 -0.7040 0.0 0.0 0.0
H 2.3856 -2.7130 -4.2185 0.1 0.0 0.0
H 4.7195 -1.8124 -4.0823 0.0 0.0 0.0
H 5.2025 0.0160 -2.4562 0.0 0.0 0.0
H 3.3284 0.8734 -1.0426 0.1 -0.1 0.0
C 1.7195 3.6618 -1.6714 0.1 0.0 -0.2
N 0.7478 3.6817 -0.5925 -0.2 -0.1 0.1
C 0.8471 4.4082 0.5695 0.0 0.1 0.1
C -0.2811 4.1783 1.2789 0.1 0.1 0.1
N -1.0583 3.3223 0.5405 0.2 -0.1 -0.2
C -2.3467 2.7854 0.9320 -0.2 -0.2 0.1
C -0.4131 3.0046 -0.5938 -0.1 0.1 -0.1
Se -1.0105 1.8341 -1.9410 0.0 0.1 0.0
H 2.6479 4.1038 -1.3202 0.0 0.0 0.1
H 1.3511 4.2298 -2.5239 0.0 0.0 0.0
H 1.8906 2.6361 -1.9896 0.0 0.0 0.0
H 1.7045 5.0160 0.7968 0.0 0.0 0.0
H -0.5848 4.5519 2.2403 0.0 0.0 0.0
H -2.6214 3.1911 1.9016 0.1 0.1 0.0
H -2.2802 1.7019 1.0055 0.0 0.0 0.0
H -3.1038 3.0493 0.1967 0.0 0.0 0.0
Br 0.3941 -3.6727 2.9697 0.0 0.2 -0.1
C 0.3661 -1.9864 3.8341 0.0 0.3 -0.2
C 0.3902 -2.0384 5.2216 0.0 0.0 -0.1
C 0.3622 -0.8746 5.9671 0.0 0.0 0.1
C 0.3131 0.3581 5.3378 0.0 0.1 0.1
C 0.2999 0.4161 3.9602 0.0 0.0 -0.1
C 0.3263 -0.7396 3.1751 0.0 -0.4 0.1
C 0.2882 -0.5093 1.7015 0.1 -0.1 0.2
O 0.2371 -1.4359 0.8478 0.0 -0.3 0.1
O 0.2722 0.6981 1.2823 -0.3 0.1 -0.8
H 0.4302 -3.0012 5.7108 0.0 0.0 0.0
H 0.3827 -0.9347 7.0473 0.0 0.0 0.0
H 0.2869 1.2670 5.9233 0.0 0.0 0.0
H 0.2716 1.3699 3.4502 0.0 0.0 0.0
```
Positions in Å, forces in eV/Å.

**Highest occupied orbital energy (alpha / beta)**: -10.954 / -10.952 eV
**Gap between HOMO and LUMO (alpha / beta)**: 6.7 / 6.7 eV
**Net charge**: +1